(A)
Density functional theory data (ωB97M-V with the def2-TZVPD basis set) for C4H16N8O4Tl as an isolated structure.

Properties
HOMO-LUMO gap	1.38	eV
total charge	+3

Element x y z (Å)
Tl1 2.397 -0.513 -0.544
C1 5.968 -2.727 3.560
O1 5.372 -2.580 2.510
N1 6.137 -3.897 4.166
N2 6.676 -1.812 4.160
H1 6.905 -4.005 4.813
H2 5.566 -4.678 3.876
H3 6.473 -0.969 3.643
H4 7.392 -2.102 4.811
C2 -0.392 1.831 -5.273
O2 -0.133 1.304 -4.130
N3 -0.079 3.062 -5.665
N4 -0.889 1.039 -6.213
H5 0.510 3.616 -5.059
H6 -0.443 3.548 -6.472
H7 -1.396 1.473 -6.971
H8 -1.045 0.042 -6.225
C3 -1.854 2.649 2.009
O3 -0.970 1.948 1.669
N5 -3.042 2.604 1.431
N6 -1.689 3.543 2.926
H9 -3.259 1.746 0.945
H10 -3.699 3.099 2.018
H11 -0.857 3.791 3.443
H12 -2.508 3.992 3.311
C4 -3.367 -1.972 -0.519
O4 -2.170 -1.914 -0.630
N7 -4.334 -1.214 -1.014
N8 -3.901 -2.858 0.279
H13 -4.016 -0.498 -1.652
H14 -5.194 -1.202 -0.486
H15 -3.283 -3.505 0.746
H16 -4.878 -2.841 0.536

***

(B)
Density functional theory data (ωB97M-V with the def2-TZVPD basis set) for C4H16N8O4Tl as an isolated structure.

Properties
HOMO-LUMO gap	1.52	eV
total charge	+3

Element x y z (Å)
Tl1 -0.706 2.389 2.773
C1 -2.747 -3.366 1.798
O1 -2.701 -2.169 2.006
N1 -3.685 -4.058 1.242
N2 -1.796 -4.076 2.179
H1 -4.613 -3.704 1.062
H2 -3.547 -5.051 1.118
H3 -1.963 -5.052 2.377
H4 -1.084 -3.603 2.718
C2 5.215 3.361 1.897
O2 4.120 3.174 1.589
N3 6.195 3.040 1.095
N4 5.718 3.842 2.993
H5 5.948 2.649 0.197
H6 7.138 3.223 1.406
H7 6.712 3.995 3.084
H8 5.139 3.810 3.820
C3 -4.874 2.071 -2.101
O3 -4.252 2.011 -1.032
N5 -5.911 2.843 -2.286
N6 -4.724 1.245 -3.049
H9 -6.328 2.940 -3.201
H10 -6.267 3.457 -1.567
H11 -3.898 0.676 -2.930
H12 -5.124 1.579 -3.914
C4 1.919 -1.494 -1.410
O4 1.077 -0.700 -0.950
N7 2.789 -1.248 -2.364
N8 1.998 -2.800 -1.108
H13 3.311 -2.033 -2.726
H14 2.939 -0.307 -2.702
H15 1.516 -3.190 -0.311
H16 2.485 -3.454 -1.705

***

It comes down to (A), which is 13.7 kcal/mol more stable than the next structure.

***

(A)
Density functional theory data (ωB97M-V with the def2-TZVPD basis set) for the molecule C26H38O6.

Properties
HOMO-LUMO gap	9.75	eV
structure (SMILES)	CCCCC(=O)O[C@]1(C(=O)CO)CC[C@@H]2[C@@H]3CCC4=CC(=O)CC[C@]4(C)[C@H]3[C@@H](O)C[C@@]21C

Element x y z (Å)
C1 0.450 4.471 -0.241
C2 1.934 4.534 0.107
C3 2.598 3.157 0.088
C4 2.746 2.595 -1.330
C5 3.197 1.156 -1.314
O1 4.180 0.720 -1.856
O2 2.345 0.413 -0.599
C6 2.521 -1.006 -0.536
C7 3.907 -1.356 -0.010
O3 4.473 -2.379 -0.310
C8 4.544 -0.404 0.986
O4 5.483 -1.071 1.778
C9 2.251 -1.645 -1.904
C10 0.733 -1.727 -1.972
C11 0.361 -2.228 -0.575
C12 -1.083 -1.986 -0.121
C13 -2.065 -2.758 -0.995
C14 -3.465 -2.636 -0.403
C15 -3.875 -1.204 -0.260
C16 -5.093 -0.816 -0.657
C17 -5.668 0.512 -0.443
O5 -6.777 0.811 -0.831
C18 -4.791 1.456 0.345
C19 -3.320 1.182 0.066
C20 -2.907 -0.258 0.426
C21 -3.044 -0.506 1.943
C22 -1.468 -0.500 -0.118
C23 -0.323 0.353 0.522
O6 -0.730 1.384 1.394
C24 0.717 -0.511 1.251
C25 1.389 -1.591 0.396
C26 1.944 -2.669 1.333
H1 -0.053 3.737 0.384
H2 -0.015 5.441 -0.079
H3 0.299 4.200 -1.283
H4 2.042 4.949 1.111
H5 2.451 5.202 -0.585
H6 3.588 3.224 0.545
H7 1.992 2.473 0.683
H8 3.464 3.178 -1.907
H9 1.778 2.628 -1.833
H10 5.031 0.399 0.410
H11 3.795 0.049 1.641
H12 5.821 -1.810 1.248
H13 2.698 -2.639 -1.911
H14 2.694 -1.061 -2.708
H15 0.321 -0.736 -2.159
H16 0.394 -2.401 -2.756
H17 0.522 -3.311 -0.568
H18 -1.164 -2.388 0.895
H19 -2.061 -2.357 -2.009
H20 -1.778 -3.810 -1.046
H21 -4.189 -3.172 -1.017
H22 -3.468 -3.097 0.591
H23 -5.755 -1.523 -1.140
H24 -5.051 2.485 0.092
H25 -5.019 1.311 1.404
H26 -2.700 1.894 0.609
H27 -3.140 1.336 -1.001
H28 -4.051 -0.848 2.176
H29 -2.352 -1.272 2.284
H30 -2.870 0.406 2.507
H31 -1.529 -0.195 -1.168
H32 0.177 0.888 -0.288
H33 -0.961 0.994 2.245
H34 1.473 0.160 1.662
H35 0.226 -0.999 2.098
H36 2.609 -2.244 2.082
H37 2.491 -3.426 0.777
H38 1.120 -3.159 1.849

***

(B)
Density functional theory data (ωB97M-V with the def2-TZVPD basis set) for a 4-piece molecular cluster, C26H38O6 overall.

Properties
HOMO-LUMO gap	7.18	eV
structure (SMILES)	C[C@@H](O)Cc1cccc2c1C(=O)c1ccccc1C2=O.CC(C)O.CC(C)O.CC(C)O

Element x y z (Å)
C1 4.467 -0.841 1.002
C2 4.243 -1.896 -0.233
O1 4.829 -3.200 0.221
C3 2.661 -2.199 -0.543
C4 1.720 -0.854 -0.694
C5 2.282 0.635 -1.187
C6 1.277 1.940 -1.275
C7 -0.318 1.712 -0.860
C8 -0.919 0.240 -0.401
C9 0.105 -1.067 -0.319
C10 -0.563 -2.495 0.130
O2 -0.167 -3.717 -0.293
C11 -1.883 -2.514 1.158
C12 -2.044 -3.813 2.156
C13 -3.389 -3.822 3.134
C14 -4.453 -2.548 3.026
C15 -4.227 -1.250 2.036
C16 -2.895 -1.228 1.070
C17 -2.519 0.009 0.021
O3 -3.462 0.830 -0.446
H1 3.745 -1.086 1.918
H2 4.284 0.283 0.733
H3 5.612 -0.943 1.320
H4 4.801 -1.606 -1.226
H5 5.690 -3.041 0.709
H6 2.490 -2.956 -1.447
H7 2.242 -2.776 0.414
H8 3.433 0.697 -1.470
H9 1.723 2.993 -1.605
H10 -0.994 2.674 -0.901
H11 -1.299 -4.725 2.214
H12 -3.536 -4.733 3.857
H13 -5.435 -2.543 3.682
H14 -4.962 -0.330 1.939
C18 -6.142 -7.694 4.280
C19 -6.047 -6.767 5.481
C20 -7.184 -7.010 6.460
O4 -6.087 -5.413 5.036
H15 -7.075 -7.530 3.730
H16 -5.324 -7.500 3.578
H17 -6.097 -8.744 4.587
H18 -5.087 -6.917 5.987
H19 -8.155 -6.821 5.987
H20 -7.110 -6.327 7.313
H21 -7.171 -8.038 6.832
H22 -6.936 -5.271 4.585
C21 -0.860 5.411 -3.745
C22 0.660 5.410 -3.794
C23 1.169 5.623 -5.210
O5 1.147 4.165 -3.299
H23 -1.272 4.601 -4.357
H24 -1.212 5.244 -2.721
H25 -1.265 6.362 -4.105
H26 1.050 6.198 -3.140
H27 0.829 4.820 -5.874
H28 2.264 5.607 -5.232
H29 0.824 6.580 -5.614
H30 0.806 3.460 -3.873
C24 4.533 5.502 -1.407
C25 5.625 5.142 -2.402
C26 5.540 6.001 -3.653
O6 5.500 3.768 -2.762
H31 3.539 5.338 -1.839
H32 4.599 4.868 -0.516
H33 4.611 6.549 -1.097
H34 6.607 5.270 -1.933
H35 4.582 5.854 -4.165
H36 6.324 5.722 -4.365
H37 5.648 7.063 -3.411
H38 4.631 3.645 -3.179

***

It comes down to (A), which is 482.1 kcal/mol more stable than the next structure.

***

(A)
Density functional theory data (ωB97M-V with the def2-TZVPD basis set) for the molecule CHINO2P.

Properties
HOMO-LUMO gap (spin up / spin down)	6.75 / 7.73	eV

Element x y z (Å)
C1 1.380 -0.249 0.046
N1 0.184 0.992 1.647
O1 -0.482 1.311 0.728
O2 -0.584 0.369 -1.854
P1 -0.277 -0.056 -0.532
I1 -2.288 -1.307 0.249
H1 2.067 -1.060 -0.285

***

(B)
Density functional theory data (ωB97M-V with the def2-TZVPD basis set) for CHINO2P as an isolated structure.

Properties
HOMO-LUMO gap	8.10	eV

Element x y z (Å)
C1 1.423 -0.114 -0.617
N1 1.315 0.779 0.128
O1 0.948 1.608 0.915
O2 0.479 -0.193 -3.634
P1 -0.226 -0.017 -2.404
I1 -1.135 2.257 -2.379
H1 1.979 -0.768 -1.321

***

It comes down to (B), which is 84.2 kcal/mol more stable than the next structure.